Density functional theory data (wB97M-V/def2-TZVPD) for a structure of composition C17H18BCoN3O4.

Structure (XYZ):
```
44
C17H18BCoN3O4 wB97M-V/def2-TZVPD
Co -1.44185 -0.77608 -0.36730
O -2.96832 2.27975 1.90114
C -2.48168 1.29023 1.38320
O -2.33822 1.03887 0.13079
C -1.99320 0.14215 2.26019
C -1.71658 0.19299 3.60998
C -1.21448 -0.95049 4.22461
C -1.05249 -2.11197 3.47571
C -1.36889 -2.07820 2.13475
N -1.79782 -0.96404 1.55082
C -1.26471 -3.23366 1.14176
O -1.09430 -4.36526 1.56712
O -1.43819 -2.85366 -0.06855
H -1.89070 1.11600 4.14502
H -0.95541 -0.93807 5.27536
H -0.68713 -3.03804 3.89729
B -1.49573 -0.68981 -4.88707
C -1.60445 -0.73592 -3.34499
N -1.68658 -0.76516 -2.19173
H -2.62310 -0.75714 -5.32104
H -0.82987 -1.63568 -5.23744
H -0.96968 0.35614 -5.18758
C 2.23203 3.06572 -0.79815
N 0.88032 2.71863 -0.42546
C 0.05171 2.41391 -1.57993
C 0.77793 1.73095 0.64576
C 1.32075 0.35889 0.28035
C 2.68859 0.13359 0.44471
C 3.28747 -1.03974 0.01676
C 2.51469 -2.00996 -0.60283
C 1.15165 -1.80777 -0.75616
C 0.54695 -0.64143 -0.30096
H 2.19952 3.92581 -1.47048
H 2.77185 2.25391 -1.31179
H 2.79827 3.34978 0.09235
H -0.04232 3.31073 -2.19599
H -0.94191 2.11762 -1.24586
H 0.46292 1.60623 -2.20594
H -0.27318 1.67162 0.91311
H 1.32592 2.12074 1.50863
H 3.28882 0.90120 0.92026
H 4.35083 -1.19026 0.15939
H 2.96218 -2.93203 -0.95147
H 0.55840 -2.58105 -1.22834
```

Computed properties:
E_LUMO (spin up / spin down) = 1.52 / 1.51 eV
Charge = -1
HOMO level (spin up / spin down) = -5.83 / -5.83 eV
Calculated total energy = -68886.769 eV